<one>
The following is a DFT calculation (ωB97M-V/def2-TZVPD) of an isolated molecule of C3H5N3S2.

Calculated values
Lowest unoccupied orbital energy: 0.5 eV
Charge: 0
Orbital gap: 9.72 eV
2S+1: 1

Element x y z (Å)
S1 0.786 0.860 -2.384
S2 -1.252 -1.078 -0.332
N1 0.346 -0.596 -0.042
N2 1.001 -0.901 1.116
N3 2.319 0.338 -0.225
C1 1.181 0.164 -0.823
C2 -2.130 0.248 0.517
C3 2.156 -0.329 0.943
H1 -1.847 0.281 1.579
H2 2.927 -0.393 1.716
H3 -3.194 0.019 0.417
H4 -0.380 0.178 -2.536
H5 -1.913 1.209 0.056

Here are the natural (NBO) charges for atoms 1 to 6, given in e: 0.064, 0.456, -0.390, -0.282, -0.497, 0.215

***

<two>
The following is a DFT calculation (ωB97M-V/def2-TZVPD) of an isolated molecule of C3H5N3S2.

Calculated values
Lowest unoccupied orbital energy: -0.6 eV
Charge: 0
Orbital gap: 8.21 eV
2S+1: 1

Element x y z (Å)
S1 3.128 -0.936 -0.325
S2 -2.755 -1.315 -0.576
N1 0.655 0.167 -0.033
N2 -1.504 1.064 -0.192
N3 0.256 -0.953 0.713
C1 -0.250 1.140 -0.283
C2 -2.296 0.012 0.215
C3 1.975 0.216 -0.463
H1 0.118 -1.730 0.065
H2 2.217 1.161 -0.911
H3 1.080 -1.221 1.303
H4 0.197 2.084 -0.693
H5 -2.821 0.309 1.180

Here are the natural (NBO) charges for atoms 1 to 6, given in e: -0.050, -0.047, -0.290, -0.455, -0.632, 0.316

***

Most stable one: <one>, least stable one: <two>.